No. 1
{"formula": "C10H14N2PSn", "method": "ωB97M-V with the def2-TZVPD basis set", "species": ["C", "C", "C", "C", "C", "Sn", "P", "H", "H", "H", "H", "H", "H", "H", "H", "N", "C", "C", "C", "C", "C", "N", "H", "H", "H", "H", "H", "H"], "positions_angstrom": [[-2.942, -0.100, -2.236], [-2.338, 0.826, -3.175], [-2.151, 2.081, -2.516], [-2.694, 1.935, -1.183], [-3.190, 0.591, -1.034], [-0.211, -1.141, -0.366], [0.538, -3.666, -0.646], [-3.183, -1.142, -2.440], [-1.997, 0.581, -4.191], [-1.633, 2.932, -2.915], [-3.823, 0.248, -0.213], [-2.626, 2.659, -0.370], [1.998, -3.661, -0.743], [-0.060, -3.955, -1.978], [-0.020, -4.595, 0.339], [1.788, 1.210, -0.397], [1.774, 0.867, 0.942], [2.857, 1.086, 1.853], [2.841, 0.407, 3.081], [1.697, -0.359, 3.413], [0.630, -0.427, 2.509], [0.690, 0.084, 1.242], [0.808, 1.371, -0.745], [2.393, 2.013, -0.642], [3.723, 1.706, 1.555], [3.690, 0.438, 3.791], [1.671, -0.957, 4.335], [-0.233, -1.032, 2.729]], "gap_ev": [6.901, 5.420], "de_lowest_kj_mol": 138.67, "total_energy_ev": -28686.92749, "total_charge": 1, "lumo_energy_ev": [-3.903, -4.441]}



No. 2
{"formula": "C40H32BrF4N3O3PPt", "method": "ωB97M-V with the def2-TZVPD basis set", "species": ["Pt", "C", "O", "C", "C", "C", "C", "C", "C", "N", "C", "N", "C", "C", "C", "C", "C", "C", "O", "C", "N", "C", "C", "C", "C", "C", "C", "O", "C", "H", "H", "H", "H", "H", "H", "H", "H", "H", "H", "H", "H", "H", "H", "H", "H", "H", "H", "H", "H", "H", "H", "F", "C", "C", "F", "C", "F", "C", "P", "C", "C", "C", "C", "C", "C", "C", "C", "C", "C", "C", "C", "C", "Br", "C", "F", "H", "H", "H", "H", "H", "H", "H", "H", "H", "H"], "positions_angstrom": [[0.286, 0.107, 0.340], [7.439, -1.781, -2.724], [6.010, -1.642, -2.576], [5.223, -2.058, -3.595], [5.668, -2.591, -4.792], [4.750, -2.970, -5.762], [3.390, -2.808, -5.551], [2.941, -2.272, -4.356], [3.856, -1.903, -3.376], [3.520, -1.273, -2.132], [2.327, -1.163, -1.558], [1.505, -2.240, -1.697], [0.241, -2.414, -1.279], [-0.453, -1.542, -0.430], [-1.745, -1.847, -0.058], [-2.367, -3.002, -0.536], [-1.707, -3.886, -1.392], [-0.411, -3.613, -1.764], [0.352, -4.344, -2.550], [-0.171, -5.576, -3.124], [1.949, -0.069, -0.905], [2.888, 0.964, -0.713], [3.889, 0.756, 0.264], [4.899, 1.654, 0.450], [4.947, 2.809, -0.355], [3.984, 3.036, -1.302], [2.930, 2.136, -1.511], [2.143, 2.479, -2.531], [0.934, 1.823, -2.900], [7.870, -1.424, -1.797], [7.800, -1.179, -3.557], [7.705, -2.826, -2.876], [6.727, -2.705, -4.975], [5.102, -3.377, -6.701], [2.684, -3.070, -6.327], [1.879, -2.091, -4.219], [4.273, -0.733, -1.721], [1.901, -3.034, -2.199], [-2.293, -1.196, 0.613], [-3.383, -3.218, -0.227], [-2.209, -4.772, -1.756], [-0.547, -6.230, -2.340], [0.667, -6.042, -3.625], [-0.957, -5.342, -3.840], [3.829, -0.140, 0.877], [5.647, 1.476, 1.212], [5.752, 3.524, -0.234], [4.011, 3.918, -1.930], [0.533, 2.400, -3.725], [0.231, 1.831, -2.073], [1.110, 0.799, -3.226], [-3.346, 5.495, 3.208], [-2.683, 4.380, 3.065], [-2.246, 3.678, 4.175], [-2.497, 4.124, 5.380], [-1.538, 2.501, 4.002], [-1.152, 1.849, 5.090], [-1.243, 1.994, 2.741], [-0.175, 0.535, 2.603], [-1.062, -0.808, 3.346], [-2.464, -0.798, 3.338], [-3.158, -1.838, 3.928], [-2.464, -2.895, 4.510], [-1.073, -2.922, 4.493], [-0.366, -1.893, 3.898], [1.308, 0.926, 3.519], [1.475, 0.559, 4.858], [2.632, 0.925, 5.522], [3.623, 1.644, 4.864], [3.457, 2.017, 3.537], [2.306, 1.654, 2.860], [-1.724, 2.708, 1.653], [-1.509, 2.071, -0.119], [-2.425, 3.882, 1.795], [-2.865, 4.539, 0.735], [-3.008, 0.032, 2.899], [-4.240, -1.824, 3.947], [-3.010, -3.708, 4.970], [-0.540, -3.747, 4.948], [0.716, -1.928, 3.861], [0.702, 0.019, 5.388], [2.755, 0.660, 6.564], [4.526, 1.920, 5.395], [4.221, 2.593, 3.035], [2.169, 1.959, 1.828]], "gap_ev": [3.116, 3.121], "de_lowest_kj_mol": 35.36, "total_energy_ev": -146031.13379, "total_charge": 3, "lumo_energy_ev": [-11.989, -11.985]}



No. 3
{"formula": "C5H15N3O", "method": "ωB97M-V with the def2-TZVPD basis set", "species": ["C", "C", "C", "N", "H", "H", "H", "H", "H", "H", "H", "H", "H", "C", "C", "N", "O", "N", "H", "H", "H", "H", "H", "H"], "positions_angstrom": [[2.588, 1.191, 0.076], [2.521, 1.654, -1.336], [1.117, -1.523, -0.571], [1.639, 1.443, 0.877], [3.539, 0.738, 0.388], [0.159, 1.280, 0.261], [1.757, 1.126, 1.835], [2.699, 0.811, -2.003], [3.294, 2.402, -1.517], [1.550, 2.083, -1.559], [1.100, -1.452, 0.502], [0.517, -2.376, -0.875], [2.134, -1.673, -0.916], [-3.148, -1.072, 1.654], [-2.488, -0.447, 0.451], [-0.862, 1.128, -0.209], [-1.627, 0.498, 0.829], [-2.655, -0.725, -0.776], [0.551, -0.614, -0.945], [-1.154, 0.683, -1.081], [-3.284, -1.500, -0.943], [-3.470, -2.088, 1.431], [-4.020, -0.481, 1.934], [-2.458, -1.086, 2.495]], "gap_ev": 8.829, "smiles": "[H]/N=C(\\C)ON.[H]/N=C/C.C", "de_lowest_kj_mol": 330.95, "total_energy_ev": -11943.31943, "lumo_energy_ev": 0.879}



No. 4
{"formula": "C9H17N2O3", "method": "ωB97M-V with the def2-TZVPD basis set", "species": ["C", "C", "C", "C", "C", "C", "C", "C", "C", "N", "N", "O", "O", "O", "H", "H", "H", "H", "H", "H", "H", "H", "H", "H", "H", "H", "H", "H", "H", "H", "H"], "positions_angstrom": [[1.387, 0.127, -1.643], [1.663, 0.783, -0.370], [-3.817, 1.610, -0.546], [-3.086, -1.525, 0.645], [3.385, -2.324, 0.269], [2.820, 1.704, 0.015], [-3.404, 1.020, 0.803], [-2.485, -0.186, 0.602], [3.053, -1.048, -0.291], [1.699, -0.704, -0.489], [3.776, 1.019, 0.890], [0.677, -1.450, 0.101], [4.916, 1.364, 0.797], [-1.372, 0.194, 0.241], [0.285, 0.022, -1.815], [2.223, 0.168, -2.326], [0.683, 0.930, 0.037], [-4.014, 2.577, -0.491], [-4.610, 1.168, -1.104], [-2.878, 1.607, -1.211], [-3.268, -1.727, 1.608], [-3.964, -1.588, 0.122], [-2.316, -2.199, 0.269], [3.520, -2.868, -0.654], [2.590, -3.091, 0.805], [4.233, -2.241, 0.942], [2.555, 2.656, 0.464], [3.238, 2.231, -0.782], [-4.346, 0.647, 1.471], [-2.983, 1.851, 1.463], [-0.163, -0.725, 0.179]], "gap_ev": 8.187, "de_lowest_kj_mol": 1011.90, "total_energy_ev": -18714.38641, "total_charge": 1, "lumo_energy_ev": -4.324}



No. 5
{"formula": "C16H42Ba2O14", "method": "ωB97M-V with the def2-TZVPD basis set", "species": ["Ba", "Ba", "C", "C", "C", "O", "C", "C", "C", "O", "O", "O", "H", "H", "C", "O", "H", "H", "H", "H", "C", "O", "H", "H", "H", "H", "C", "O", "H", "H", "H", "H", "C", "O", "H", "H", "H", "H", "C", "O", "H", "H", "H", "H", "C", "O", "H", "H", "H", "H", "C", "O", "H", "H", "H", "H", "C", "O", "H", "H", "H", "H", "C", "O", "H", "H", "H", "H", "C", "O", "H", "H", "H", "H"], "positions_angstrom": [[-2.862, -3.332, -2.078], [4.308, 3.547, -1.921], [0.808, 0.657, 0.090], [-0.110, -0.183, -0.419], [-0.241, -0.251, -1.925], [-1.241, -0.867, -2.516], [0.559, 0.419, -2.821], [1.616, 1.267, -2.278], [1.648, 1.513, -0.726], [2.484, 2.333, -0.277], [2.492, 1.692, -3.020], [-0.649, -0.999, 0.417], [0.861, 0.575, 1.166], [0.360, 0.386, -3.882], [2.409, -1.019, -5.223], [2.847, -1.221, -6.558], [1.322, -0.984, -5.145], [2.853, -1.881, -4.727], [2.868, -0.158, -4.737], [3.801, -1.293, -6.476], [-0.460, -0.799, -7.164], [0.684, -0.092, -7.612], [-1.336, -0.477, -7.726], [-0.327, -1.881, -7.146], [-0.784, -0.584, -6.146], [1.439, -0.577, -7.272], [-1.585, 2.473, 1.801], [-2.803, 3.211, 1.673], [-1.045, 2.608, 0.864], [-0.940, 2.769, 2.629], [-1.880, 1.428, 1.898], [-2.663, 4.155, 1.573], [2.142, 0.615, 5.289], [2.146, 0.199, 3.959], [1.615, 1.566, 5.373], [1.660, -0.151, 5.896], [3.091, 0.720, 5.815], [2.005, 1.033, 3.506], [2.427, -2.361, 1.768], [1.343, -2.733, 0.967], [2.988, -3.247, 2.067], [3.090, -1.747, 1.159], [2.019, -1.744, 2.569], [0.710, -2.013, 1.002], [-2.530, 2.294, -3.196], [-1.983, 1.475, -4.322], [-1.891, 2.951, -2.605], [-3.454, 2.783, -3.506], [-2.878, 1.464, -2.582], [-1.390, 0.902, -3.831], [-2.139, -3.585, 3.047], [-1.056, -3.964, 3.903], [-1.718, -2.816, 2.400], [-2.659, -4.306, 2.418], [-2.940, -3.130, 3.631], [-0.604, -3.202, 4.273], [-0.909, -0.729, 4.190], [0.160, -1.643, 4.237], [-1.900, -1.159, 4.341], [-0.659, 0.143, 4.794], [-0.874, -0.338, 3.173], [0.936, -1.079, 4.213], [2.040, 3.732, 3.057], [1.994, 2.442, 2.505], [1.289, 4.325, 2.534], [1.794, 3.804, 4.117], [3.034, 4.065, 2.758], [2.324, 2.298, 1.615], [-4.239, -1.664, 1.097], [-3.481, -1.783, -0.073], [-5.003, -2.426, 1.254], [-3.504, -1.578, 1.897], [-4.679, -0.676, 0.960], [-2.748, -1.169, 0.016]], "gap_ev": 6.068, "de_lowest_kj_mol": 621.76, "total_energy_ev": -47306.19676, "total_charge": 2, "lumo_energy_ev": -6.866}